Record 1
C4H11GaNO as an isolated structure in a non-equilibrium geometry, computed with the ωB97M-V functional and the def2-TZVPD basis.

Geometry (Å):
1 C 1.1674 -1.1229 0.7921
2 N 1.3909 -0.3333 -0.4843
3 C 2.0993 0.9444 -0.0829
4 C 0.1087 -0.0800 -1.2464
5 O 0.0874 0.6324 -2.4073
6 C -1.3801 -0.6847 -0.7862
7 Ga -2.4361 0.5873 0.4647
8 H 2.2232 -1.2249 1.3113
9 H 0.6907 -2.1770 0.5072
10 H 0.4270 -0.4834 1.4612
11 H 2.3078 1.6885 -0.9671
12 H 3.1659 0.6083 0.3352
13 H 1.5842 1.5104 0.8215
14 H -2.0491 -0.8080 -1.7668
15 H -1.2920 -1.7890 -0.3458
16 H -3.6679 -0.1458 1.2405
17 H -3.0105 1.7900 -0.4465
18 H -1.4167 1.0877 1.5999

orbital gap = 8.682 eV
net charge = -1

---

Record 2
C4H11HoO4 as an isolated structure in a non-equilibrium geometry, computed with the ωB97M-V functional and the def2-TZVPD basis.

Geometry (Å):
1 O -0.9323 1.8069 -0.1292
2 C -1.6605 1.0101 0.8050
3 C -2.0491 -0.3136 0.1871
4 O -0.8967 -0.7925 -0.5106
5 C -0.8969 -2.1840 -0.8107
6 Ho 0.2811 0.8217 -1.6407
7 H -2.5578 1.5378 1.1533
8 H -0.9592 0.8179 1.6321
9 H -2.9034 -0.2402 -0.5012
10 H -2.3226 -1.0237 0.9797
11 H 0.0240 -2.3937 -1.3635
12 H -0.8927 -2.7638 0.1214
13 H -1.7934 -2.4278 -1.3977
14 O 1.8528 1.9767 -0.5357
15 H -0.2524 2.5581 0.3786
16 C 3.2098 0.3013 0.3881
17 O 2.6874 0.8207 -0.8164
18 H 2.5386 -0.4556 0.8215
19 H 4.1676 -0.1680 0.1237
20 H 3.3557 1.1118 1.1153

⟨S²⟩ = 6.00
orbital gap (spin up / spin down) = 7.870 / 7.644 eV
multiplicity = 5
net charge = +2

---

Record 3
A 2-piece molecular cluster, C4H11IN overall in a non-equilibrium geometry, computed with the ωB97M-V functional and the def2-TZVPD basis.

Geometry (Å):
1 C -0.4563 -1.8506 -0.1059
2 C -1.0789 1.2632 0.0615
3 C 1.1012 1.0415 -0.9400
4 C 0.3502 -0.8127 0.6203
5 N 0.2873 0.6514 0.2748
6 I 2.1278 -1.4250 1.4205
7 H -0.4023 -2.8084 0.3815
8 H 0.1157 -2.0772 -1.0216
9 H -1.4176 -1.5751 -0.4247
10 H -1.6911 0.8300 0.9373
11 H -0.8982 2.2930 0.0279
12 H -1.4565 0.8330 -0.9717
13 H 1.1550 2.1353 -1.0781
14 H 2.0352 0.6742 -0.9489
15 H 0.5459 0.6747 -1.8063
16 H -1.0948 -1.1299 2.6898
17 H 0.7773 1.2827 0.8836

orbital gap (spin up / spin down) = 9.167 / 8.417 eV
relative energy (zero: lowest compared OMol25 entry of this formula, charge and spin) = 501.9 kJ/mol
net charge = +1

---

Record 4
A 2-piece molecular cluster, C4H11IN3 overall in a non-equilibrium geometry, computed with the ωB97M-V functional and the def2-TZVPD basis.

Geometry (Å):
1 C 2.9385 2.3064 1.4024
2 C -1.7426 -0.5225 -1.7597
3 C 1.9789 1.7991 0.6640
4 C -0.2035 -1.4794 1.2382
5 N -0.9306 -0.3866 -0.7536
6 N -2.3621 0.4950 -2.3310
7 N -0.1156 -1.3580 -0.2163
8 I 0.1364 2.8091 0.3618
9 H 3.8636 1.7712 1.5368
10 H 2.8632 3.2533 1.9106
11 H -1.8977 -1.5123 -2.1756
12 H 2.0322 0.8573 0.1454
13 H 0.4960 -0.7890 1.7071
14 H -1.2137 -1.2874 1.6081
15 H 0.0702 -2.4906 1.5212
16 H -0.7616 0.5471 -0.3450
17 H -2.9692 0.3506 -3.1213
18 H -2.2436 1.4391 -1.9937
19 H -0.2445 -2.2482 -0.6884

orbital gap = 9.494 eV
relative energy (zero: lowest compared OMol25 entry of this formula, charge and spin) = 124.7 kJ/mol
net charge = +1

---

Record 5
C4H11MnO3 as an isolated structure in a non-equilibrium geometry, computed with the ωB97M-V functional and the def2-TZVPD basis.

Geometry (Å):
1 C 2.3621 -0.3704 -1.0424
2 H 2.8418 0.3278 -1.7392
3 H 3.0504 -1.2106 -0.8479
4 H 1.4449 -0.7819 -1.4942
5 O -2.2643 2.1342 -2.1036
6 Mn -3.0100 3.7989 -1.7098
7 H -2.6619 1.4360 -2.6578
8 O 2.1076 0.3505 0.1629
9 C -1.9861 -0.0682 0.6916
10 O -0.6643 0.2362 1.0535
11 C 0.1875 -0.8784 1.0875
12 C 1.6233 -0.4179 1.2403
13 H -2.4868 0.8781 0.4510
14 H -2.0426 -0.6674 -0.2342
15 H -2.4712 -0.6587 1.4884
16 H 0.0757 -1.4982 0.1786
17 H -0.0694 -1.5216 1.9501
18 H 2.2602 -1.3070 1.3930
19 H 1.7032 0.2187 2.1321

⟨S²⟩ = 8.77
orbital gap (spin up / spin down) = 3.778 / 2.909 eV
relative energy (zero: lowest compared OMol25 entry of this formula, charge and spin) = 82.2 kJ/mol
multiplicity = 6
net charge = -1

---

Record 6
C4H11N2 as an isolated structure in a non-equilibrium geometry, computed with the ωB97M-V functional and the def2-TZVPD basis.

Geometry (Å):
1 C -0.2057 -1.5116 0.2488
2 N -1.3589 -2.1404 0.8876
3 H 0.7161 -1.8932 0.6890
4 H -0.2122 -1.7761 -0.8242
5 H -2.1629 -1.5791 0.6156
6 H -1.3785 -2.0024 1.8948
7 C -1.4624 0.5966 0.8779
8 C -0.4924 0.0825 0.0041
9 N 1.1066 1.2570 -0.0221
10 C 1.9333 1.0711 -1.1974
11 H -1.4298 0.4507 1.9512
12 H -1.9053 1.5198 0.5080
13 H -0.5303 0.4453 -1.0298
14 H 0.8304 2.2306 0.0579
15 H 2.8326 0.4586 -1.0522
16 H 1.4468 0.7090 -2.1312
17 H 2.2726 2.0817 -1.4778

⟨S²⟩ = 0.80
orbital gap (spin up / spin down) = 9.412 / 7.586 eV
relative energy (zero: lowest compared OMol25 entry of this formula, charge and spin) = 271.9 kJ/mol
multiplicity = 2

---

Record 7
An isolated ion of composition C4H11N2 and charge +1 in a non-equilibrium geometry, computed with the ωB97M-V functional and the def2-TZVPD basis.

Geometry (Å):
1 C 1.8057 1.2101 0.9539
2 C 0.2970 1.1759 1.2326
3 C -0.5312 1.2106 -0.0473
4 N -0.3880 -0.0364 -0.8004
5 C -0.7462 -1.2037 -0.3593
6 N -0.6104 -2.3228 -1.0388
7 H 2.1474 0.5112 0.1987
8 H 2.1373 2.2124 0.6900
9 H 2.3396 1.0389 1.8864
10 H 0.0861 0.2698 1.8128
11 H 0.0726 2.0070 1.8916
12 H -1.5667 1.3937 0.1703
13 H -0.1376 2.0250 -0.6445
14 H -0.0540 0.0255 -1.7500
15 H -1.2320 -1.2951 0.6012
16 H -0.7906 -3.2260 -0.6360
17 H -0.2180 -2.3237 -1.9674

SMILES string = CCCNC=[NH2+]
orbital gap = 11.555 eV
relative energy (zero: lowest compared OMol25 entry of this formula, charge and spin) = 39.7 kJ/mol
net charge = +1

---

Record 8
An isolated ion of composition C4H11N2 and charge +1 in a non-equilibrium geometry, computed with the ωB97M-V functional and the def2-TZVPD basis.

Geometry (Å):
1 C -0.8187 -1.7635 0.8719
2 C 0.4951 -1.4146 0.1779
3 C 0.3341 -0.5735 -1.0695
4 N -0.1641 0.8026 -0.8391
5 C 0.4386 1.6104 -0.0174
6 N -0.0235 2.7986 0.3334
7 H -1.3815 -0.8801 1.1778
8 H -1.4391 -2.3564 0.2059
9 H -0.6538 -2.3617 1.7611
10 H 1.2135 -1.0420 0.9101
11 H 0.9785 -2.3249 -0.1915
12 H 1.3156 -0.4696 -1.5330
13 H -0.3273 -1.0684 -1.7507
14 H -1.0225 1.1257 -1.2626
15 H 1.3207 1.2808 0.5132
16 H 0.6121 3.4555 0.7597
17 H -0.8776 3.1810 -0.0474

SMILES string = CCCNC=[NH2+]
orbital gap = 11.505 eV
relative energy (zero: lowest compared OMol25 entry of this formula, charge and spin) = 39.4 kJ/mol
net charge = +1

---

Record 9
An isolated ion of composition C4H11N2 and charge +1 in a non-equilibrium geometry, computed with the ωB97M-V functional and the def2-TZVPD basis.

Geometry (Å):
1 C -1.9872 0.1077 0.7175
2 C -0.9755 1.0945 0.1038
3 C 0.3127 0.4167 -0.2488
4 C 1.2842 0.0900 0.5941
5 N 2.2199 -0.9423 0.2402
6 N 0.2902 -0.4642 -1.4469
7 H -1.9173 0.0184 1.8001
8 H -1.9032 -0.8696 0.2322
9 H -2.9917 0.4578 0.4834
10 H -1.4073 1.5762 -0.7785
11 H -0.7598 1.9087 0.7950
12 H 1.5189 0.7235 1.4396
13 H 3.1651 -0.5656 0.1666
14 H 2.3068 -1.5440 1.0604
15 H -0.6292 -0.9007 -1.5634
16 H 0.4515 0.0782 -2.2976
17 H 1.0219 -1.1854 -1.2978

SMILES string = CC/C([NH3+])=C/N
orbital gap = 11.229 eV
relative energy (zero: lowest compared OMol25 entry of this formula, charge and spin) = 137.9 kJ/mol
net charge = +1

---

Record 10
A 2-piece molecular cluster, C4H11N2 overall in a non-equilibrium geometry, computed with the ωB97M-V functional and the def2-TZVPD basis.

Geometry (Å):
1 C 0.4268 -0.8059 -2.1167
2 C 0.4280 -0.6440 -0.6174
3 C 0.0963 0.7975 -0.4190
4 N 0.4086 -0.4766 1.9053
5 C -0.5760 -0.3644 2.9511
6 N -0.6857 1.3745 -1.5431
7 H -0.5618 -0.6682 -2.5390
8 H 0.9839 -1.7499 -2.4051
9 H 1.0403 -0.0685 -2.5158
10 H -0.1907 -1.4480 -0.1194
11 H 1.4712 -0.7067 -0.2620
12 H -0.9495 1.1038 -0.0683
13 H 0.9528 1.4172 -0.0390
14 H -0.5389 0.5405 3.6280
15 H -0.5840 0.1347 1.4869
16 H -1.3135 -1.1118 3.0993
17 H -0.6218 2.3720 -1.5885

orbital gap = 4.834 eV
relative energy (zero: lowest compared OMol25 entry of this formula, charge and spin) = 1088.4 kJ/mol
net charge = +1

---

Record 11
An isolated ion of composition C4H11N2 and charge +1 in a non-equilibrium geometry, computed with the ωB97M-V functional and the def2-TZVPD basis.

Geometry (Å):
1 C 1.8375 -0.9988 -0.8341
2 C 0.7527 -1.1791 0.1982
3 C 0.0099 0.2123 0.3421
4 C -0.9882 0.3715 1.2557
5 N -1.9704 1.5373 1.1478
6 N -0.2782 0.9383 -0.8614
7 H 2.8537 -1.3201 -0.5167
8 H 1.7543 -1.6512 -1.7789
9 H 2.0356 0.0300 -1.2099
10 H 0.1129 -1.9744 -0.1620
11 H 1.1660 -1.5698 1.2220
12 H -1.1813 -0.5159 1.8073
13 H -2.9037 1.1090 0.8827
14 H -2.1741 1.9129 2.0257
15 H 0.3194 1.7108 -0.8404
16 H 0.0274 0.3013 -1.6259
17 H -1.3736 1.0861 -1.0523

SMILES string = CC/C([NH3+])=C/N
orbital gap = 10.469 eV
relative energy (zero: lowest compared OMol25 entry of this formula, charge and spin) = 325.4 kJ/mol
net charge = +1

---

Record 12
An isolated ion of composition C4H11N2 and charge +1 in a non-equilibrium geometry, computed with the ωB97M-V functional and the def2-TZVPD basis.

Geometry (Å):
1 C 0.5518 -0.2514 0.3321
2 C 2.5329 -0.1791 -1.0127
3 C -1.6035 -0.2557 1.7242
4 C -1.5844 0.5393 -0.6113
5 N 1.0970 -0.1079 -0.8646
6 N -0.9126 -0.2153 0.4542
7 H 1.1011 -0.7539 1.0840
8 H 3.0449 -0.2551 -0.0400
9 H 2.8408 -1.1713 -1.4119
10 H 2.9437 0.6442 -1.6884
11 H -1.2249 0.4753 2.4786
12 H -1.5013 -1.1765 2.2545
13 H -2.6757 -0.1117 1.6462
14 H -0.8573 1.2917 -1.1602
15 H -2.3804 1.1788 -0.1949
16 H -1.9658 -0.0914 -1.4199
17 H 0.5938 0.4399 -1.5698

⟨S²⟩ = 2.01
orbital gap (spin up / spin down) = 8.032 / 7.684 eV
relative energy (zero: lowest compared OMol25 entry of this formula, charge and spin) = 60.6 kJ/mol
multiplicity = 3
net charge = +1

---

Record 13
A 2-piece molecular cluster, C4H11N2O overall in a non-equilibrium geometry, computed with the ωB97M-V functional and the def2-TZVPD basis.

Geometry (Å):
1 C -0.5537 0.2769 1.5364
2 C -1.4781 0.8458 -0.7527
3 C -0.3038 -1.3527 -0.4314
4 C -0.3936 0.0841 0.0129
5 N 2.5493 0.1921 0.1493
6 N 1.7902 1.0492 -0.6693
7 O 1.8617 0.7996 -1.9423
8 H -1.5564 -0.2263 1.8629
9 H 0.2208 -0.3924 2.0118
10 H -0.4071 1.2443 1.9276
11 H -2.3301 0.3502 -0.3814
12 H -1.4268 0.7129 -1.8097
13 H -1.5774 1.8961 -0.5059
14 H -0.6214 -2.1215 0.2975
15 H -0.9945 -1.3590 -1.3463
16 H 0.7079 -1.6467 -0.8531
17 H 2.3794 -0.8053 -0.1697
18 H 2.1337 0.4528 1.0635

orbital gap (spin up / spin down) = 5.815 / 5.036 eV
relative energy (zero: lowest compared OMol25 entry of this formula, charge and spin) = 463.6 kJ/mol
net charge = -1